89
Properties=species:S:1:pos:R:3 method="wB97M-V/def2-TZVPD" relative_energy_kj_mol=0.0 homo_energy_ev=-10.02 spin_multiplicity=1 e_lumo_ev=-3.7 charge=+1
Br -3.0178 6.5907 -1.4307
C -0.5209 -2.4291 3.0044
H -1.6348 -2.7893 -5.8683
H -1.0699 -1.6285 3.4832
W -0.2438 -0.6575 0.1625
N -1.0919 -2.5958 -2.0168
C -3.6059 5.9561 2.6147
H 3.1619 1.8252 -3.1124
H -2.9775 -3.8511 -3.3188
O 1.1176 -0.5563 -3.0115
H -2.8888 7.5501 1.3630
C -1.7201 -3.4967 -5.0420
H 6.4377 0.4210 0.1203
O 2.5952 0.6777 -1.4599
H 4.4548 1.3056 -2.0023
C -0.0201 2.3354 1.4567
H -0.3948 -3.6949 4.7224
C -4.0498 4.5595 0.2616
C -2.6620 -0.0326 1.7475
N -4.3609 4.1520 3.9764
S 1.7824 -0.1245 1.5006
C 0.6040 -0.3050 -4.3314
C -3.2826 6.5440 1.4006
H -0.8102 2.5050 -1.1251
C 7.4040 -2.0161 0.2233
O 7.8701 -3.1525 0.7823
H -5.2014 0.5894 3.8908
N -2.6638 -1.8025 -3.4815
O 0.5999 1.7885 -2.4917
H -3.2053 -1.0198 -3.8075
C 5.6651 -0.2732 0.4244
C 0.6499 -2.7494 -0.3441
C 3.5380 1.0063 -2.5007
C -1.9493 1.1743 1.9573
C -4.2843 0.7455 3.3368
C 0.4641 -3.2031 1.0557
H -0.6404 3.3923 -2.6505
H 2.6432 -3.4103 -0.7964
C -0.3654 3.3479 2.3588
H 0.9076 2.3811 0.9059
C 1.6584 -3.3697 -1.2575
H -3.4787 6.4972 3.5438
N -4.3532 2.9353 4.2480
C 0.9036 -4.3643 1.6602
H 5.2397 -3.5764 1.0617
P 1.0685 0.4441 -1.7793
C -4.0815 4.6524 2.6636
H 7.2425 -3.5000 1.4260
H 2.9815 -2.7907 1.5558
N -0.4943 -2.2388 -0.8883
H -4.8027 2.9889 1.4911
O -2.1429 -0.8877 0.8882
S -1.7879 -0.0036 -1.7361
H -3.7979 -3.0536 -4.6556
C -0.1384 -3.5735 3.6800
H 1.7255 -2.8045 -2.1845
C -3.4873 5.8282 0.2337
H -4.3336 -1.1939 2.3717
H 0.9002 -5.4425 3.5139
C -1.8495 -1.5909 -2.4517
C 3.3830 -0.7476 1.0479
C 5.0184 -2.5194 0.9574
C -2.8574 -3.1119 -4.1100
C -4.3437 3.9680 1.4772
N -0.2049 -2.2649 1.7254
H -1.9057 -4.4853 -5.4626
H -0.7753 -3.5306 -4.4999
C 3.7238 -2.0850 1.2111
C 0.5882 -4.5425 3.0003
H -4.2602 4.0405 -0.6638
H -0.3317 0.2473 -4.2775
C -3.6740 1.9727 3.4499
H 1.3343 0.2592 -4.9086
H 1.3440 -4.3879 -1.5068
C -1.5375 3.2606 3.0554
H 0.4409 -1.2785 -4.7853
H 3.7252 0.1270 -3.1141
H 0.6106 3.5508 -1.3971
C -3.8026 -0.2579 2.4819
H 0.3162 4.1735 2.5071
H -1.7840 4.0083 3.7960
C 5.9947 -1.6191 0.5526
C -0.1005 2.8713 -1.8657
H 4.1302 1.2093 0.6044
H 1.4609 -5.1037 1.1014
N -0.7677 1.2625 1.2768
O 8.1004 -1.3685 -0.5027
C 4.3786 0.1596 0.6833
C -2.4099 2.1770 2.8239